No. 1
{
  "formula": "C3H4OS3",
  "method": "the ωB97M-V functional and the def2-TZVPD basis",
  "orbital_gap_ev": [6.91, 6.91],
  "energy_ha": -1386.340526,
  "e_homo_ev": [-7.20, -7.20],
  "lumo_ev": [-0.29, -0.29],
  "e_above_lowest_kcal_mol": 103.2,
  "symbols": ["C", "C", "C", "O", "S", "S", "S", "H", "H", "H", "H"],
  "coordinates": [[0.61850, -0.29341, -0.35601], [1.56788, -0.02295, -1.23658], [-1.13396, 0.28799, 1.53086], [-0.18268, -0.76741, 0.45021], [2.97061, 0.00188, -0.26829], [1.44893, 0.41591, -2.98049], [-2.82172, 0.42115, 0.99986], [-0.57509, 1.26463, 1.35987], [-1.18750, -0.42332, 2.44293], [2.67490, -0.10243, -3.29018], [-3.37988, -0.78204, 1.34782]],
  "nbo_charge": [0.4831, -0.4334, -0.2849, -0.4736, -0.2138, 0.0239, 0.0723, 0.2651, 0.2565, 0.1570, 0.1479]
}

No. 2
{
  "formula": "C38H54CsN5O4P2STe",
  "method": "the ωB97M-V functional and the def2-TZVPD basis",
  "orbital_gap_ev": 4.73,
  "charge": -2,
  "energy_ha": -3424.301508,
  "e_homo_ev": -1.10,
  "lumo_ev": 3.64,
  "e_above_lowest_kcal_mol": 91.2,
  "symbols": ["Cs", "C", "C", "N", "C", "C", "N", "C", "C", "N", "H", "H", "H", "H", "H", "H", "H", "H", "H", "H", "H", "H", "H", "H", "H", "C", "C", "C", "C", "C", "C", "C", "C", "C", "S", "C", "N", "H", "H", "H", "H", "H", "H", "H", "H", "C", "C", "O", "P", "O", "Te", "O", "C", "C", "H", "H", "H", "H", "H", "H", "H", "H", "H", "H", "C", "C", "C", "C", "C", "C", "C", "C", "C", "C", "C", "C", "C", "C", "H", "H", "H", "H", "H", "H", "H", "H", "H", "H", "H", "C", "P", "C", "C", "O", "H", "H", "H", "H", "H", "H", "H", "H", "H", "N", "C", "H"],
  "coordinates": [[-0.59350, -0.26852, -0.39155], [2.14773, -2.49669, 2.78762], [2.90078, -2.22739, 1.47152], [2.70338, -0.89815, 0.95566], [3.43704, 0.19573, 1.55150], [2.85234, 0.69938, 2.89972], [1.41804, 0.64369, 2.99295], [0.76844, 0.07963, 4.14344], [0.27353, -1.40222, 3.95830], [0.79210, -2.00512, 2.75538], [2.21293, -3.57488, 2.99978], [2.66891, -1.99325, 3.60663], [3.96957, -2.46620, 1.63906], [2.52821, -2.92714, 0.71637], [2.81419, -0.87538, -0.04716], [4.49654, -0.06263, 1.73181], [3.42328, 1.01904, 0.83217], [3.25245, 0.07823, 3.70630], [3.25409, 1.70871, 3.06945], [0.89639, 1.33391, 2.48345], [1.44351, 0.12590, 5.00805], [-0.10663, 0.68290, 4.39456], [0.53187, -1.97852, 4.86423], [-0.81109, -1.38380, 3.87472], [0.14383, -2.64567, 2.32441], [-0.00802, 3.79370, 1.03515], [-1.39988, 3.69727, 1.59642], [-2.16477, 4.86980, 1.82320], [-3.40507, 4.75537, 2.36969], [-3.91721, 3.48488, 2.71640], [-5.17539, 3.33384, 3.34383], [-5.59621, 2.07338, 3.67057], [-4.81919, 0.94257, 3.36718], [-3.58118, 1.01449, 2.72644], [-2.69715, -0.40526, 2.29603], [-3.10494, 2.35419, 2.42138], [-1.86927, 2.50212, 1.86006], [0.29151, 4.83312, 0.90451], [0.08330, 3.28554, 0.06873], [0.70943, 3.32059, 1.70904], [-1.75373, 5.83764, 1.56160], [-4.01292, 5.63630, 2.55448], [-5.77529, 4.21073, 3.56321], [-6.55137, 1.94033, 4.16920], [-5.18240, -0.04622, 3.61789], [0.94318, -5.57839, -4.08079], [0.52626, -4.58292, -3.01937], [-0.82405, -4.19157, -3.28483], [-1.26648, -2.72068, -2.72415], [-0.73037, -2.54988, -1.34754], [-3.54637, -2.63963, -3.30174], [-0.31193, -1.76449, -3.65063], [-0.65092, -1.55259, -5.02770], [-0.86623, -0.07145, -5.26052], [1.95204, -5.94764, -3.88088], [0.92862, -5.10963, -5.06694], [0.25306, -6.42398, -4.09736], [1.18914, -3.71543, -3.02682], [0.58532, -5.02879, -2.02422], [-1.54704, -2.10708, -5.29706], [0.17525, -1.93895, -5.63267], [-1.72752, 0.26315, -4.68007], [-1.03653, 0.12760, -6.32245], [-0.00665, 0.51232, -4.91914], [1.14494, 6.36509, -5.60474], [2.29703, 5.86635, -5.00301], [2.23331, 4.78682, -4.13349], [1.01308, 4.17061, -3.82879], [-0.13021, 4.66925, -4.46228], [-0.07213, 5.75216, -5.33047], [0.89683, 3.05972, -2.84539], [1.78173, 2.73907, -1.90167], [2.96407, 3.33657, -1.41720], [2.90963, 4.55947, -0.67695], [4.01505, 5.07640, -0.02863], [5.25793, 4.44198, -0.08322], [5.34894, 3.27151, -0.83607], [4.25190, 2.73182, -1.48609], [1.19593, 7.21453, -6.27587], [3.25608, 6.32718, -5.21315], [3.13374, 4.41005, -3.66425], [-1.08363, 4.18964, -4.25921], [-0.98086, 6.12546, -5.78969], [-0.04711, 2.50706, -2.91643], [1.96209, 5.08238, -0.63636], [3.91328, 6.00598, 0.52433], [6.11955, 4.84545, 0.43300], [6.30085, 2.75376, -0.90502], [4.36477, 1.81082, -2.04564], [-3.27825, 3.01768, -1.44005], [-3.41729, 1.30757, -1.97870], [-4.43491, 1.37262, -3.46666], [-4.42174, 0.46217, -0.75939], [-2.07706, 0.69158, -2.23054], [-4.25510, 3.47364, -1.26905], [-2.72806, 3.57535, -2.20071], [-2.70281, 3.03740, -0.51366], [-5.39347, 1.85989, -3.27640], [-4.58981, 0.34475, -3.79666], [-3.88988, 1.91423, -4.24236], [-5.31006, 1.04880, -0.51289], [-3.83543, 0.28351, 0.15181], [-4.70459, -0.50466, -1.17845], [2.59404, -0.25672, -3.38054], [2.76200, -0.34400, -2.23269], [2.27202, -0.02094, -4.29374]],
  "lowdin_charge": [0.9878, -0.2238, -0.2227, -0.0907, -0.2000, -0.2133, -0.0578, -0.2055, -0.2395, -0.0736, 0.1028, 0.0985, 0.1021, 0.1118, -0.0038, 0.1034, 0.1038, 0.0929, 0.1030, 0.0811, 0.0948, 0.1018, 0.0949, 0.0241, 0.1099, -0.0252, -0.3481, -0.0392, -0.0378, -0.1832, -0.0957, -0.1250, -0.1493, -0.6840, 0.4736, -0.2345, 0.1392, 0.0644, 0.0619, 0.0758, 0.1008, 0.1046, 0.0890, 0.0873, 0.0793, -0.0854, -0.3092, -0.3384, 0.0331, -0.6935, 0.3944, -0.3267, -0.3380, -0.0726, 0.0681, 0.0704, 0.0716, 0.1061, 0.1135, 0.0344, 0.1085, 0.0491, 0.0742, 0.0616, -0.1373, -0.1074, -0.0336, -0.2141, -0.0609, -0.1204, -0.1469, -0.0764, -0.3082, -0.0771, -0.1342, -0.1605, -0.1416, -0.0931, 0.0804, 0.0896, 0.1053, 0.0938, 0.0863, 0.0608, 0.0893, 0.0846, 0.0679, 0.0843, 0.0686, -0.1499, 0.4904, -0.1907, -0.1841, -0.6799, 0.0570, 0.0466, 0.0326, 0.0478, -0.0048, 0.0479, 0.0604, -0.0276, 0.0085, 0.1118, 0.0069, 0.0708]
}

No. 3
{
  "formula": "C22H29N3O3S",
  "method": "the ωB97M-V functional and the def2-TZVPD basis",
  "orbital_gap_ev": 8.56,
  "smiles": "Cc1ccc(-c2nc(N)sc2CC(=O)OCC(=O)N[C@H]2CCC[C@H](C)[C@@H]2C)cc1",
  "energy_ha": -1643.983058,
  "e_homo_ev": -8.12,
  "lumo_ev": 0.43,
  "e_above_lowest_kcal_mol": 11.9,
  "symbols": ["C", "C", "C", "C", "C", "C", "N", "C", "N", "S", "C", "C", "C", "O", "O", "C", "C", "O", "N", "C", "C", "C", "C", "C", "C", "C", "C", "C", "C", "H", "H", "H", "H", "H", "H", "H", "H", "H", "H", "H", "H", "H", "H", "H", "H", "H", "H", "H", "H", "H", "H", "H", "H", "H", "H", "H", "H", "H"],
  "coordinates": [[7.48317, 0.88395, -0.82382], [6.10080, 0.38619, -0.53214], [5.87090, -0.96187, -0.27934], [4.59740, -1.42880, -0.02544], [3.51510, -0.55212, -0.00894], [2.18052, -1.07612, 0.27879], [1.82629, -2.28449, -0.25929], [0.64207, -2.64384, 0.06712], [0.05375, -3.81001, -0.28558], [-0.19867, -1.50414, 1.13041], [1.23421, -0.49467, 1.07144], [1.27485, 0.77012, 1.85785], [0.36691, 1.82962, 1.25484], [-0.41491, 2.49889, 1.87202], [0.53928, 1.90739, -0.07358], [-0.29828, 2.80714, -0.78549], [-1.70066, 2.25625, -1.09167], [-2.52377, 2.95479, -1.64174], [-1.89814, 0.98341, -0.72515], [-3.18196, 0.31724, -0.79113], [-3.02985, -1.00221, -1.54825], [-4.35843, -1.74616, -1.60856], [-4.89743, -1.98359, -0.20180], [-5.06980, -0.67481, 0.57736], [-6.21863, 0.16469, 0.02090], [-3.72615, 0.07499, 0.62601], [-3.82049, 1.38535, 1.40598], [3.73508, 0.79413, -0.28617], [5.01429, 1.25179, -0.54110], [7.57690, 1.93931, -0.57890], [7.70600, 0.76207, -1.88450], [8.22426, 0.32196, -0.25974], [6.70279, -1.65184, -0.28156], [4.42409, -2.47614, 0.16884], [-0.94640, -3.88285, -0.21216], [0.49621, -4.31695, -1.03430], [0.94373, 0.60317, 2.88592], [2.29878, 1.15070, 1.87333], [0.21201, 3.02412, -1.72583], [-0.42900, 3.73439, -0.21748], [-1.15760, 0.46967, -0.27153], [-3.84106, 0.99750, -1.33734], [-2.28952, -1.61765, -1.02853], [-2.65749, -0.80440, -2.55541], [-4.22353, -2.70301, -2.11843], [-5.07561, -1.16369, -2.18713], [-5.85502, -2.50520, -0.25667], [-4.20060, -2.62754, 0.34198], [-5.33141, -0.93780, 1.60984], [-5.99713, 0.54888, -0.96972], [-7.11972, -0.44233, -0.04165], [-6.42565, 1.00732, 0.67398], [-3.01163, -0.57864, 1.14388], [-4.34831, 2.14086, 0.83032], [-4.34517, 1.22732, 2.34547], [-2.83013, 1.77145, 1.63588], [2.89998, 1.47576, -0.33827], [5.17106, 2.29954, -0.75607]],
  "nbo_charge": [-0.6277, -0.0070, -0.2150, -0.1631, -0.1216, 0.2175, -0.5205, 0.2858, -0.8023, 0.2893, -0.2435, -0.5469, 0.8044, -0.5815, -0.5199, -0.1716, 0.6638, -0.6283, -0.6235, -0.0671, -0.3883, -0.4039, -0.3909, -0.2102, -0.6184, -0.2049, -0.6229, -0.1404, -0.2347, 0.2161, 0.2220, 0.2173, 0.2092, 0.2232, 0.3958, 0.4074, 0.2464, 0.2669, 0.2208, 0.2283, 0.4061, 0.2325, 0.1809, 0.2165, 0.2070, 0.2014, 0.2073, 0.1901, 0.2034, 0.2023, 0.2097, 0.2166, 0.1958, 0.2130, 0.2070, 0.2300, 0.2122, 0.2081]
}

No. 4
{
  "formula": "C19H11ClIN4OPtS4Sb",
  "method": "the ωB97M-V functional and the def2-TZVPD basis",
  "orbital_gap_ev": 5.06,
  "charge": -2,
  "energy_ha": -3735.303138,
  "e_homo_ev": -1.45,
  "lumo_ev": 3.62,
  "e_above_lowest_kcal_mol": 12.3,
  "symbols": ["Pt", "S", "Sb", "S", "S", "S", "Cl", "C", "C", "C", "I", "C", "O", "C", "N", "C", "C", "C", "C", "H", "H", "H", "H", "N", "C", "C", "C", "C", "C", "C", "C", "N", "C", "C", "N", "C", "H", "H", "H", "H", "H", "H", "H"],
  "coordinates": [[2.27763, -0.89432, -1.25263], [2.31161, -5.63494, -3.32100], [1.26395, -3.99325, -2.10773], [1.25823, -1.79012, -3.15046], [2.65689, -2.97836, -0.38319], [-0.75615, -4.57761, -1.20002], [3.84759, 5.72275, -0.29150], [3.65445, 3.99826, -0.12574], [4.08889, 3.40093, 1.04292], [3.95718, 2.03604, 1.17542], [4.56003, 1.06819, 2.94953], [3.40251, 1.21089, 0.18638], [3.30365, -0.06270, 0.34960], [2.94892, 1.86082, -0.99891], [2.37833, 1.06143, -1.95089], [1.88887, 1.63412, -3.05938], [1.95825, 2.99341, -3.29334], [2.55681, 3.83155, -2.35720], [3.06343, 3.26531, -1.16865], [4.52014, 3.99680, 1.83535], [1.42423, 0.96604, -3.77189], [1.54399, 3.40453, -4.20348], [2.61447, 4.89820, -2.51072], [-7.06470, -3.74000, 3.62210], [-6.15457, -3.23786, 3.11191], [-5.07540, -2.60131, 2.50598], [-3.97947, -3.31989, 1.98626], [-2.92827, -2.67173, 1.39170], [-2.91202, -1.26914, 1.29549], [-4.00803, -0.55114, 1.80471], [-5.06457, -1.19734, 2.39128], [-1.82979, -0.59685, 0.71785], [-1.69506, 0.75909, 0.54064], [-0.47803, 0.96628, -0.03676], [0.14215, -0.22701, -0.21966], [-0.68286, -1.14082, 0.23544], [-3.97374, -4.39533, 2.05477], [-2.12599, -3.26011, 0.97904], [-4.03541, 0.52770, 1.73998], [-5.90334, -0.63071, 2.77434], [-2.44682, 1.46720, 0.81832], [-0.02429, 1.89375, -0.32576], [-0.48366, -2.19275, 0.21992]],
  "nbo_charge": [0.6812, -0.9053, 1.3952, -0.7342, -0.6682, -0.9744, -0.0598, -0.1306, -0.2225, -0.2638, 0.1037, 0.4076, -0.6804, 0.0445, -0.4017, 0.0278, -0.2485, -0.1966, -0.0267, 0.2278, 0.2313, 0.2119, 0.2184, -0.3599, 0.3014, -0.2423, -0.1159, -0.2555, 0.3041, -0.2657, -0.1468, -0.3941, -0.1235, -0.0646, -0.4803, 0.2135, 0.2281, 0.2792, 0.2136, 0.2144, 0.1969, 0.2032, 0.2577]
}